18
Properties=species:S:1:pos:R:3 method="wB97M-V/def2-TZVPD" max_force_ev_per_a=2.97 e_above_lowest_kcal_mol=140.0 gap_ev=9.53 smiles="CC(C)=[N+]([O-])O.C=C=O" total_energy_ha=-476.22105 lumo_ev=0.7
C -1.4163 2.6828 0.0351
C -2.4220 1.9757 0.3589
C 0.3597 -2.2995 -0.4994
C 0.5764 -0.6610 1.5496
C 0.6319 -0.9355 0.0364
N 1.0721 0.0451 -0.6714
O 1.1930 -0.1666 -2.0671
O 1.1974 1.2323 -0.3341
O -3.1402 1.1393 0.6808
H -1.4968 3.6665 -0.2671
H -0.4508 2.3326 0.1853
H -0.7266 -2.4531 -0.4473
H 0.9536 -3.0963 0.1124
H 0.5996 -2.4015 -1.6054
H 1.3258 -1.2484 2.0498
H 0.7201 0.4009 1.4347
H -0.4418 -0.9168 1.8711
H 1.4651 0.7036 -2.4224



119
Properties=species:S:1:pos:R:3 method="wB97M-V/def2-TZVPD" total_charge=-1 max_force_ev_per_a=0.37 spin_multiplicity=4 e_above_lowest_kcal_mol=0.0 gap_ev="5.40 / 5.49" total_energy_ha=-5266.22922 lumo_ev="2.1 / 2.1"
Co 0.5300 0.3010 0.2311
O 1.9639 0.7614 -1.1244
C 2.8163 0.0111 -1.7227
C 3.3578 0.4384 -2.9703
C 4.2901 -0.2981 -3.6563
C 4.7487 -1.5244 -3.1580
C 4.2442 -1.9662 -1.9533
C 3.2998 -1.2352 -1.2215
C 2.8452 -1.7221 0.0770
N 2.0544 -1.0925 0.9243
C 1.9098 -1.9023 2.0249
C 2.6265 -3.0418 1.8537
N 3.2192 -2.9189 0.6110
H 2.9925 1.3853 -3.3492
H 4.6717 0.0742 -4.6010
H 5.4817 -2.1084 -3.6985
H 4.6143 -2.9104 -1.5647
H 1.2905 -1.5982 2.8533
H 2.7703 -3.9087 2.4751
H 3.8128 -3.5937 0.1690
C -2.4262 2.0955 3.3434
C -1.6843 1.6792 2.0876
S -0.4006 0.4923 2.3646
C -2.0040 2.1688 0.8747
C -3.1238 3.1596 0.6764
S -1.1804 1.7299 -0.6285
H -2.0472 1.5392 4.1995
H -3.5024 1.9057 3.2704
H -2.2946 3.1602 3.5616
H -3.6792 3.3614 1.5935
H -3.8259 2.7884 -0.0773
H -2.7383 4.1096 0.2942
I 1.1331 3.7893 4.0228
C 2.4701 2.2771 3.4409
C 2.6084 1.1650 4.2652
C 3.4863 0.1787 3.8588
C 4.1743 0.3295 2.6631
C 3.9504 1.4748 1.9236
N 3.1168 2.4416 2.3138
H 2.0283 1.0788 5.1720
H 3.6158 -0.7129 4.4605
H 4.8484 -0.4341 2.2974
H 4.4448 1.6326 0.9708
O -0.3449 -1.5313 -0.4400
P -1.3107 -2.6266 -0.7410
C -0.9445 -3.9998 0.4162
C -1.1459 -3.6021 1.8892
C -2.5325 -3.9481 2.4225
C -2.8523 -5.4235 2.2137
C -2.7843 -5.7891 0.7349
C -1.4327 -5.4269 0.1235
C -3.0016 -1.9849 -0.7120
C -3.2197 -1.0747 0.5184
C -4.7114 -0.8791 0.8006
C -5.4933 -0.8112 -0.5080
C -5.4281 -2.1558 -1.2602
C -4.1670 -2.9563 -0.8991
C -0.9820 -3.2796 -2.4081
C -1.1325 -2.1688 -3.4788
C 0.1997 -1.4695 -3.7318
C 1.2146 -2.4344 -4.3586
C 0.9952 -3.8740 -3.8684
C 0.4460 -3.8734 -2.4459
H 0.1417 -3.9937 0.2533
H -0.9186 -2.5415 2.0258
H -0.4049 -4.1503 2.4835
H -3.2921 -3.3386 1.9236
H -2.5840 -3.6899 3.4830
H -3.8391 -5.6659 2.6163
H -2.1262 -6.0294 2.7702
H -3.5879 -5.2775 0.1978
H -2.9593 -6.8601 0.6003
H -1.4491 -5.6203 -0.9517
H -0.6819 -6.1095 0.5406
H -2.9912 -1.3289 -1.5908
H -2.7462 -0.1154 0.3140
H -2.7113 -1.4531 1.4051
H -4.8424 0.0374 1.3796
H -5.1073 -1.6956 1.4175
H -5.0623 -0.0159 -1.1233
H -6.5346 -0.5341 -0.3305
H -5.4435 -1.9765 -2.3388
H -6.3123 -2.7582 -1.0330
H -3.9664 -3.7044 -1.6725
H -4.3377 -3.5031 0.0305
H -1.7124 -4.0737 -2.6074
H -1.8816 -1.4314 -3.1900
H -1.4924 -2.6237 -4.4079
H 0.5735 -1.0812 -2.7829
H 0.0515 -0.6002 -4.3743
H 2.2243 -2.1086 -4.1028
H 1.1398 -2.4066 -5.4499
H 1.9314 -4.4353 -3.9130
H 0.2878 -4.3997 -4.5198
H 1.1091 -3.2666 -1.8186
H 0.4453 -4.8826 -2.0286
Te 1.2236 3.9586 -0.1461
C -0.0223 5.6519 -0.3593
C -0.0356 6.4034 -1.5319
C -0.8410 7.5291 -1.6375
C -1.6510 7.9106 -0.5756
C -1.6539 7.1609 0.5915
C -0.8430 6.0367 0.6974
C 2.9040 5.1737 0.3639
C 2.8248 6.2434 1.2499
C 3.9657 6.9397 1.6252
C 5.2089 6.5672 1.1308
C 5.2983 5.5005 0.2470
C 4.1530 4.8165 -0.1389
H 0.5901 6.1027 -2.3629
H -0.8400 8.1074 -2.5542
H -2.2828 8.7867 -0.6611
H -2.2899 7.4458 1.4214
H -0.8498 5.4425 1.6046
H 1.8631 6.5329 1.6583
H 3.8837 7.7695 2.3180
H 6.1000 7.1052 1.4317
H 6.2625 5.2038 -0.1504
H 4.2306 3.9940 -0.8431



14
Properties=species:S:1:pos:R:3 method="wB97M-V/def2-TZVPD" max_force_ev_per_a=0.58 e_above_lowest_kcal_mol=43.0 gap_ev=10.52 smiles=CC#CCCO total_energy_ha=-270.48941 lumo_ev=0.9
C -1.7914 -2.1037 -0.5652
C -0.7179 -1.1119 -0.4875
C 0.1779 -0.3045 -0.4501
C 1.2700 0.6735 -0.4072
C 0.9796 1.8017 0.5953
O 0.7350 1.3097 1.8935
H -2.6284 -1.8060 0.0752
H -2.1624 -2.1941 -1.5923
H -1.4333 -3.0899 -0.2481
H 2.2020 0.1626 -0.1316
H 1.4085 1.0985 -1.4099
H 1.8541 2.4649 0.6609
H 0.1269 2.3988 0.2308
H -0.0205 0.7004 1.8361



57
Properties=species:S:1:pos:R:3 method="wB97M-V/def2-TZVPD" total_charge=+3 max_force_ev_per_a=7.93 gap_ev=4.60 total_energy_ha=-1461.57858 lumo_ev=-12.6
Hf 3.0650 -8.9050 14.0530
C 5.9580 -7.9190 14.8110
O 4.9880 -8.5060 13.9700
H 6.6980 -7.5220 14.1730
H 6.3800 -8.6520 15.4690
H 5.3490 -7.2170 15.4340
O 9.2170 -9.5840 16.2280
H 8.9190 -8.8190 16.6940
H 8.4270 -10.1490 16.2030
O 4.1480 -7.3950 18.0960
H 3.4320 -6.8850 18.4140
H 4.2440 -7.9430 18.8940
O 9.4660 -8.8040 13.7720
H 8.6340 -8.9610 13.3520
H 9.4450 -9.0870 14.6490
O 8.8600 -6.4250 15.8230
H 9.8120 -6.4590 15.9230
H 8.6260 -6.4800 14.9270
O 6.1200 -9.9050 18.2170
H 6.9530 -9.7620 18.6910
H 5.8820 -8.9620 18.2240
O 6.3870 -4.6800 14.5850
H 5.6740 -4.5340 13.9770
H 6.6460 -3.7840 14.7350
O 6.9530 -9.5540 12.5260
H 7.2600 -10.3480 12.9720
H 6.4360 -9.0690 13.1720
O 7.5370 -7.4790 11.0550
H 7.7990 -7.0120 11.8510
H 7.2080 -8.2920 11.4430
O 6.9240 -11.3650 16.0830
H 6.8750 -12.2590 16.4430
H 6.4810 -10.9520 16.8080
O 7.0840 -6.9380 17.7690
H 6.2550 -6.6310 17.4110
H 7.6480 -6.9450 17.0260
O 3.7100 -9.2170 16.1030
H 3.8110 -8.5490 16.8210
H 3.5670 -10.0710 16.5180
O 3.5430 -10.0110 12.1650
H 4.0300 -10.8160 12.0690
H 3.7950 -9.5570 11.3220
O 3.2910 -7.3370 12.2920
H 3.9140 -6.7270 11.8740
H 2.4780 -7.2050 11.8200
O 8.2970 -5.7160 13.0140
H 9.1990 -5.3660 13.0700
H 7.7530 -5.1530 13.5270
O 4.8500 -4.6440 16.9070
H 5.4420 -4.8420 16.1660
H 5.2090 -3.8020 17.1350
O 4.8900 -11.1350 14.2150
H 4.9860 -11.8150 13.5250
H 5.6450 -11.1790 14.7740
O 2.8140 -6.9120 14.8060
H 3.0750 -6.1870 14.1800
H 2.3510 -6.3660 15.4700



10
Properties=species:S:1:pos:R:3 method="wB97M-V/def2-TZVPD" max_force_ev_per_a=5.79 e_above_lowest_kcal_mol=72.7 gap_ev=9.32 smiles="C1=NNC=NN1" total_energy_ha=-297.52839 lumo_ev=1.0
C -0.4962 0.5335 1.1480
C 0.4213 -0.4589 -1.1933
H -0.4756 2.0981 0.0367
H -1.0443 0.8294 2.1077
H 0.0248 -2.3129 -0.3407
H 0.5751 -0.8411 -2.1608
N 0.1427 1.3148 0.2988
N -0.4425 -0.7570 1.0046
N 0.3269 -1.3444 -0.1553
N 0.1685 0.7550 -1.0581



9
Properties=species:S:1:pos:R:3 method="wB97M-V/def2-TZVPD" total_charge=+1 max_force_ev_per_a=4.01 spin_multiplicity=2 e_above_lowest_kcal_mol=23.9 gap_ev="5.07 / 5.07" total_energy_ha=-537.88102 lumo_ev="-5.7 / -5.7"
C -1.5444 0.9620 0.4904
O -2.1210 -0.0407 0.8590
Ag -0.9010 -2.1005 0.4836
H -2.0633 1.8564 0.0745
Mg 2.8469 0.6433 -1.3380
C 0.7347 0.2062 -0.5133
C 1.2732 -0.8655 0.1636
H 0.0756 -0.0391 -1.3723
H 1.6992 -0.6221 1.1525



71
Properties=species:S:1:pos:R:3 method="wB97M-V/def2-TZVPD" total_charge=+1 max_force_ev_per_a=0.73 spin_multiplicity=3 gap_ev="6.49 / 7.72" total_energy_ha=-2053.72197 lumo_ev="-3.4 / -3.4"
N 3.5555 0.6388 -1.1720
P 2.0065 0.7522 -0.6405
O 1.3125 -0.6201 -0.9419
C 1.9363 1.1397 1.0972
C 2.7247 0.0684 1.8604
O 2.4940 -1.0907 1.7975
Cl 4.0345 0.7286 2.8107
H 4.2330 1.1725 -0.6317
H 3.8797 -0.3276 -1.1954
H 1.3600 1.7466 -1.3689
H 0.6490 -0.6423 -1.6424
H 2.4090 2.1194 1.2080
H 0.9091 1.2131 1.4594
C -2.2521 -5.4107 -2.2909
C -0.9458 -6.2163 -2.2071
C -1.0474 -7.3217 -1.1480
C -1.0224 -6.8029 0.2881
C 0.1952 -5.9153 0.5330
C 0.3172 -4.7680 -0.4764
N 0.2274 -5.3392 -1.8611
O 1.3422 -5.7796 -2.2920
C -0.7604 -3.7079 -0.2296
C 1.6728 -4.0870 -0.3376
C -0.6818 -6.8269 -3.5790
H -2.0656 -4.3894 -2.6231
H -2.9106 -5.8788 -3.0215
H -2.7961 -5.3749 -1.3491
H -0.2139 -8.0154 -1.2913
H -1.9657 -7.8840 -1.3350
H -1.9450 -6.2644 0.5214
H -0.9887 -7.6519 0.9723
H 0.1692 -5.4889 1.5393
H 1.1004 -6.5261 0.4679
H -0.7604 -2.9703 -1.0364
H -0.5335 -3.1976 0.7079
H -1.7639 -4.1107 -0.1448
H 2.4914 -4.7966 -0.4130
H 1.7263 -3.5963 0.6363
H 1.8077 -3.3335 -1.1161
H -0.5451 -6.0495 -4.3318
H -1.5463 -7.4317 -3.8567
H 0.2007 -7.4591 -3.5769
C -0.2949 7.1358 -0.1097
C -0.1977 5.6043 -0.1943
C -1.5720 4.9722 -0.4521
C -2.5056 5.0133 0.7543
C -1.8416 4.4120 1.9892
C -0.4875 5.0501 2.3217
N 0.3534 5.0111 1.0742
O 0.9666 3.9073 0.9068
C -0.6639 6.4764 2.8474
C 0.2283 4.2534 3.4067
C 0.7592 5.2662 -1.3325
H 0.4839 7.5470 0.5308
H -0.1588 7.5556 -1.1055
H -1.2591 7.4826 0.2531
H -1.4243 3.9286 -0.7524
H -2.0223 5.4864 -1.3045
H -2.8290 6.0372 0.9549
H -3.4120 4.4522 0.5228
H -2.4875 4.5159 2.8638
H -1.6922 3.3383 1.8309
H 0.3012 6.9733 2.9491
H -1.1207 6.4209 3.8353
H -1.3064 7.0958 2.2315
H 0.3154 3.2004 3.1500
H -0.3455 4.3349 4.3300
H 1.2285 4.6489 3.5857
H 1.7594 5.6517 -1.1323
H 0.3851 5.7303 -2.2451
H 0.8299 4.1935 -1.4987



35
Properties=species:S:1:pos:R:3 method="wB97M-V/def2-TZVPD" total_charge=+1 max_force_ev_per_a=3.19 gap_ev=7.96 smiles="Cc1cc(Cn2cc(Br)ccc2=[NH2+])c2ncccc2c1" total_energy_ha=-3356.77482 lumo_ev=-3.6
Br -1.3394 5.3138 3.3444
N -0.0511 -0.7670 -1.6255
C -2.1422 2.5724 3.1801
C -2.2575 1.3482 2.5586
C -1.3753 3.6308 2.5042
C -0.8003 3.4313 1.2846
C -1.6926 1.1483 1.2135
C -0.1170 -2.0348 -2.1367
C 2.0824 1.2406 0.5509
C 0.8465 -3.0073 -1.8062
C 3.0898 0.3627 0.9049
C 1.0373 0.8851 -0.3139
C 1.9124 -2.6715 -0.9807
C 3.0464 -0.9739 0.4072
C 0.9694 -0.4098 -0.8079
C 1.9721 -1.3776 -0.4435
N -0.9305 2.1837 0.6297
N -1.8818 0.0199 0.5940
C 4.2122 0.8075 1.8194
C -0.0826 1.9114 -0.5975
H -2.5918 2.8312 4.1441
H -2.8244 0.5755 3.0161
H -0.2653 4.2217 0.7925
H -1.0001 -2.2915 -2.7453
H 2.1330 2.2547 0.8919
H 0.7622 -3.9989 -2.2271
H 2.6885 -3.3897 -0.7054
H 3.8706 -1.6466 0.6545
H -1.5005 -0.1133 -0.3222
H -2.4387 -0.7217 0.9719
H 4.3359 1.9127 1.8684
H 3.9849 0.4613 2.7963
H 5.1743 0.3990 1.5152
H -0.7019 1.5856 -1.4213
H 0.3961 2.8274 -0.9876